# 1
{
  "formula": "CH7N",
  "method": "ωB97M-V/def2-TZVPD",
  "species": ["C", "H", "H", "H", "H", "N", "H", "H", "H"],
  "positions_angstrom": [[-1.462, -0.012, -0.059], [-1.745, -0.690, -0.896], [-2.315, 0.590, 0.344], [-0.689, 0.611, -0.279], [-1.107, -0.788, 0.606], [1.615, -0.058, -0.094], [1.563, 1.016, -0.043], [1.575, -0.344, 0.865], [2.563, -0.323, -0.444]],
  "total_energy_ev": -2640.2196,
  "lumo_ha": 0.04127,
  "relative_energy_ev": 0.423,
  "homo_lumo_gap_ev": 11.3194,
  "homo_energy_ha": -0.375,
  "mol_weight_g_mol": 33.07
}

# 2
{
  "formula": "C4H5N3O",
  "method": "ωB97M-V/def2-TZVPD",
  "species": ["C", "C", "C", "C", "N", "N", "N", "O", "H", "H", "H", "H", "H"],
  "positions_angstrom": [[-0.329, 1.596, -0.228], [0.746, -0.521, -0.371], [-2.382, 0.461, -0.114], [1.940, -1.228, 0.006], [-1.575, 1.426, -0.326], [-3.198, -0.365, 0.026], [0.613, 0.688, 0.298], [-3.994, -1.284, 0.086], [0.118, 2.566, -0.503], [2.638, -0.898, -0.727], [2.408, -1.157, 1.040], [1.916, -2.358, -0.202], [1.098, 1.075, 1.016]],
  "total_energy_ev": -10740.2496,
  "lumo_ha": -0.00603,
  "relative_energy_ev": 7.365,
  "homo_lumo_gap_ev": 8.4847,
  "homo_energy_ha": -0.318,
  "mol_weight_g_mol": 111.10
}

# 3
{
  "formula": "C5H29NO9",
  "method": "ωB97M-V/def2-TZVPD",
  "species": ["C", "N", "C", "C", "C", "C", "O", "H", "H", "H", "H", "H", "H", "H", "H", "H", "H", "H", "H", "H", "O", "H", "H", "O", "H", "H", "O", "H", "H", "O", "H", "H", "O", "H", "H", "O", "H", "H", "O", "H", "H", "O", "H", "H"],
  "positions_angstrom": [[0.603, 0.526, 0.262], [0.257, 1.308, -0.976], [1.441, 1.742, -1.739], [-0.679, 2.360, -0.730], [-1.842, 2.208, -1.680], [-3.083, 1.218, -1.444], [-3.644, 0.566, -2.533], [1.800, 0.466, 0.235], [0.330, 1.129, 1.258], [0.202, -0.530, 0.365], [2.574, 1.566, -1.491], [1.425, 1.222, -2.786], [1.426, 2.762, -1.956], [-0.342, 3.328, -0.942], [-1.009, 2.418, 0.372], [-2.150, 3.140, -2.072], [-1.437, 1.880, -2.600], [-3.855, 1.758, -1.202], [-2.984, 0.396, -0.670], [-3.025, 0.171, -3.178], [-1.071, -1.438, -1.529], [-0.281, -1.995, -1.360], [-1.044, -0.571, -1.642], [2.712, -0.821, 1.930], [2.582, -0.538, 0.977], [1.849, -0.559, 2.403], [-2.316, 0.490, 3.178], [-1.914, 0.738, 3.997], [-1.518, 0.340, 2.555], [3.073, -3.386, 0.493], [2.615, -2.750, 0.910], [3.586, -2.773, -0.047], [2.218, 2.602, 1.970], [2.587, 1.711, 2.350], [2.387, 2.770, 1.093], [1.151, -3.050, -1.186], [1.581, -3.482, -0.364], [1.574, -3.239, -1.948], [-1.861, -2.058, 0.780], [-2.756, -2.112, 0.798], [-1.387, -1.853, -0.034], [0.441, -2.474, 2.603], [0.007, -2.636, 3.645], [-0.225, -2.552, 1.933]],
  "total_energy_ev": -25567.8426,
  "lumo_ha": 0.00303,
  "relative_energy_ev": 6.828,
  "homo_lumo_gap_ev": 9.2778,
  "homo_energy_ha": -0.338,
  "mol_weight_g_mol": 247.28
}

# 4
{
  "formula": "C23H31BeN4O11S2",
  "method": "ωB97M-V/def2-TZVPD",
  "species": ["Be", "C", "C", "O", "O", "H", "H", "H", "O", "C", "N", "C", "H", "H", "H", "H", "H", "N", "C", "C", "C", "C", "C", "H", "H", "H", "H", "H", "N", "C", "C", "C", "C", "C", "H", "H", "H", "H", "H", "N", "C", "C", "C", "C", "C", "H", "H", "H", "H", "H", "C", "C", "O", "S", "O", "O", "O", "H", "H", "H", "H", "C", "C", "O", "S", "O", "O", "O", "H", "H", "H", "H"],
  "positions_angstrom": [[-4.975, 2.480, 0.034], [1.126, 0.425, -2.814], [-0.193, 0.845, -2.291], [-0.295, 1.122, -1.110], [-1.148, 1.123, -3.014], [1.749, 1.315, -2.900], [1.236, -0.191, -3.707], [1.518, -0.239, -2.044], [-3.500, 7.736, -8.335], [-2.953, 7.283, -7.399], [-3.160, 7.779, -6.194], [-2.200, 6.035, -7.546], [-3.876, 8.490, -6.146], [-2.893, 7.430, -5.285], [-2.634, 5.116, -7.941], [-1.726, 5.870, -6.578], [-1.449, 6.232, -8.310], [-8.316, 2.205, -4.190], [-8.043, 2.731, -5.447], [-8.816, 2.768, -6.578], [-10.036, 2.072, -6.402], [-10.427, 1.449, -5.215], [-9.530, 1.609, -4.120], [-7.045, 3.142, -5.435], [-8.518, 3.393, -7.407], [-10.776, 2.296, -7.156], [-11.413, 1.014, -5.154], [-9.778, 1.278, -3.122], [-3.291, 3.024, 5.411], [-3.815, 2.498, 6.579], [-3.197, 2.365, 7.826], [-1.827, 2.762, 7.972], [-1.155, 3.281, 6.794], [-1.982, 3.453, 5.620], [-4.857, 2.220, 6.530], [-3.801, 2.121, 8.687], [-1.288, 2.714, 8.906], [-0.120, 3.590, 6.827], [-1.406, 3.689, 4.737], [3.004, -6.205, -1.478], [1.653, -6.202, -1.267], [0.979, -7.027, -0.410], [1.751, -7.785, 0.492], [3.144, -7.638, 0.444], [3.766, -6.857, -0.510], [0.977, -5.826, -2.022], [-0.099, -6.988, -0.471], [1.293, -8.462, 1.198], [3.889, -8.029, 1.120], [4.834, -6.697, -0.517], [9.091, -1.991, 1.489], [10.429, -1.157, 1.600], [10.033, -0.131, 0.771], [9.294, -0.641, -0.642], [10.307, -0.866, -1.668], [8.107, 0.182, -0.905], [8.785, -2.055, 0.114], [8.398, -1.397, 2.085], [9.031, -2.994, 1.911], [11.309, -1.695, 1.250], [10.707, -0.649, 2.523], [1.772, -2.631, 4.500], [1.285, -2.522, 5.966], [1.891, -3.547, 6.708], [3.369, -3.846, 6.048], [3.752, -5.268, 6.151], [4.379, -2.925, 6.529], [2.933, -3.461, 4.560], [1.994, -1.693, 3.991], [1.027, -3.172, 3.915], [0.264, -2.853, 6.152], [1.460, -1.496, 6.290]],
  "total_energy_ev": -74887.2623,
  "lumo_ha": -0.35973,
  "homo_lumo_gap_ev": 1.4970,
  "homo_energy_ha": -0.415,
  "charge": 1,
  "mol_weight_g_mol": 612.66
}

# 5
{
  "formula": "C4H7NO",
  "method": "ωB97M-V/def2-TZVPD",
  "species": ["N", "C", "C", "C", "C", "O", "H", "H", "H", "H", "H", "H", "H"],
  "positions_angstrom": [[0.631, -2.444, -0.843], [0.407, -1.354, -1.168], [0.474, 0.103, -1.154], [-0.580, 0.872, -0.358], [-0.586, 0.216, 1.025], [0.759, -0.079, 1.403], [1.240, 0.021, -0.323], [0.726, 0.558, -2.124], [-0.209, 1.905, -0.299], [-1.605, 0.931, -0.747], [-1.010, 0.885, 1.776], [-1.173, -0.707, 0.958], [0.805, -0.945, 1.822]],
  "total_energy_ev": -7797.7599,
  "lumo_ha": 0.02976,
  "relative_energy_ev": 1.884,
  "homo_lumo_gap_ev": 11.4186,
  "homo_energy_ha": -0.390,
  "mol_weight_g_mol": 85.11
}

# 6
{
  "formula": "C4H15NO3S2",
  "method": "ωB97M-V/def2-TZVPD",
  "species": ["C", "N", "C", "C", "O", "C", "S", "S", "H", "H", "H", "H", "H", "H", "H", "H", "H", "H", "H", "O", "H", "H", "O", "H", "H"],
  "positions_angstrom": [[-2.333, 0.876, 1.098], [-0.939, 0.409, 1.239], [-0.111, 0.526, 0.013], [-0.726, 0.231, -1.357], [-1.120, -1.155, -1.405], [0.656, 1.858, 0.041], [2.304, 1.717, 0.763], [3.248, 0.573, -0.613], [-2.980, 0.078, 0.721], [-2.384, 1.703, 0.391], [-2.700, 1.113, 2.089], [-0.946, -0.542, 1.570], [0.488, -0.376, 0.174], [-1.592, 0.816, -1.675], [0.124, 0.281, -2.038], [-0.943, -1.583, -0.559], [0.790, 2.169, -0.997], [0.079, 2.550, 0.650], [3.130, -0.734, -0.282], [-3.681, -2.263, -0.989], [-3.931, -1.334, -0.995], [-2.730, -2.265, -1.179], [-1.239, -3.483, 1.252], [-0.326, -3.793, 1.296], [-1.743, -3.754, 0.481]],
  "total_energy_ev": -33693.4526,
  "lumo_ha": 0.00740,
  "relative_energy_ev": 0.802,
  "homo_lumo_gap_ev": 9.3367,
  "homo_energy_ha": -0.336,
  "mol_weight_g_mol": 189.30
}

# 7
{
  "formula": "C4H10N2O2",
  "method": "ωB97M-V/def2-TZVPD",
  "species": ["O", "C", "O", "C", "H", "H", "H", "C", "C", "N", "N", "H", "H", "H", "H", "H", "H", "H"],
  "positions_angstrom": [[-0.571, -0.453, 1.930], [0.299, 0.436, 1.826], [1.205, 0.463, 0.925], [0.299, 1.564, 2.845], [1.308, 1.972, 2.876], [-0.394, 2.325, 2.488], [-0.005, 1.171, 3.809], [-0.288, -1.310, -1.514], [-0.267, -0.048, -1.942], [-0.807, 0.452, -3.110], [0.462, -1.623, -0.305], [-0.865, -2.103, -1.966], [0.245, 0.720, -1.373], [-1.039, 1.420, -3.065], [-1.479, -0.113, -3.591], [1.082, -2.419, -0.419], [-0.152, -1.764, 0.518], [0.969, -0.691, 0.068]],
  "total_energy_ev": -11385.1394,
  "lumo_ha": 0.02781,
  "relative_energy_ev": 1.763,
  "homo_lumo_gap_ev": 9.6077,
  "homo_energy_ha": -0.325,
  "mol_weight_g_mol": 118.14
}

# 8
{
  "formula": "C36H96N8O10",
  "method": "ωB97M-V/def2-TZVPD",
  "species": ["C", "O", "C", "C", "C", "N", "H", "H", "H", "H", "H", "H", "H", "H", "H", "H", "H", "C", "O", "C", "C", "C", "N", "H", "H", "H", "H", "H", "H", "H", "H", "H", "H", "H", "C", "O", "C", "C", "C", "N", "H", "H", "H", "H", "H", "H", "H", "H", "H", "H", "H", "C", "O", "C", "C", "C", "N", "H", "H", "H", "H", "H", "H", "H", "H", "H", "H", "H", "C", "O", "C", "C", "C", "N", "H", "H", "H", "H", "H", "H", "H", "H", "H", "H", "H", "C", "O", "C", "C", "C", "N", "H", "H", "H", "H", "H", "H", "H", "H", "H", "H", "H", "C", "O", "C", "C", "N", "C", "C", "O", "C", "H", "H", "H", "H", "H", "H", "H", "H", "H", "H", "H", "H", "H", "H", "H", "C", "O", "C", "C", "N", "C", "C", "O", "C", "H", "H", "H", "H", "H", "H", "H", "H", "H", "H", "H", "H", "H", "H", "H"],
  "positions_angstrom": [[1.277, -24.238, -8.034], [0.178, -25.041, -8.123], [-0.705, -25.003, -6.998], [-1.921, -25.899, -7.386], [-2.897, -26.015, -6.195], [-1.582, -27.261, -7.775], [0.969, -23.219, -8.266], [1.975, -24.656, -8.760], [1.779, -24.326, -7.071], [-0.116, -25.433, -6.188], [-1.004, -23.971, -6.819], [-2.399, -25.485, -8.273], [-2.548, -26.749, -5.469], [-3.846, -26.371, -6.596], [-3.141, -25.087, -5.679], [-0.761, -27.182, -8.358], [-1.230, -27.717, -6.945], [7.593, -28.313, -11.704], [8.779, -27.958, -10.967], [8.440, -27.784, -9.567], [9.670, -27.588, -8.660], [10.765, -28.705, -8.720], [9.346, -27.458, -7.227], [7.122, -29.133, -11.162], [7.864, -28.632, -12.711], [6.907, -27.472, -11.802], [7.772, -26.923, -9.531], [7.906, -28.678, -9.245], [10.266, -26.760, -9.043], [11.622, -28.347, -8.149], [11.148, -28.842, -9.731], [10.531, -29.682, -8.297], [8.974, -26.561, -6.952], [10.282, -27.368, -6.857], [5.363, -25.172, -9.655], [5.090, -26.182, -8.719], [3.930, -26.962, -8.960], [3.513, -27.766, -7.694], [4.370, -29.064, -7.434], [2.119, -28.106, -7.798], [6.294, -24.667, -9.395], [4.560, -24.441, -9.749], [5.530, -25.618, -10.635], [3.149, -26.244, -9.211], [4.128, -27.581, -9.835], [3.602, -27.083, -6.849], [5.421, -28.776, -7.429], [4.182, -29.783, -8.231], [4.206, -29.582, -6.489], [1.942, -28.957, -8.313], [1.702, -27.370, -8.351], [1.765, -21.164, -9.927], [3.014, -21.730, -9.503], [3.187, -21.649, -8.061], [3.945, -20.378, -7.631], [5.451, -20.373, -8.057], [3.786, -20.205, -6.169], [0.846, -21.404, -9.392], [1.567, -21.523, -10.937], [1.869, -20.079, -9.904], [2.302, -21.845, -7.455], [3.900, -22.418, -7.764], [3.584, -19.504, -8.174], [5.919, -21.245, -7.601], [6.074, -19.526, -7.770], [5.651, -20.454, -9.126], [4.349, -20.863, -5.649], [2.891, -20.577, -5.885], [2.602, -31.044, -3.754], [1.262, -30.670, -4.082], [0.886, -31.015, -5.443], [-0.313, -30.181, -6.009], [-0.622, -30.457, -7.526], [-0.065, -28.744, -5.920], [2.538, -32.105, -3.515], [3.011, -30.602, -2.846], [3.242, -30.766, -4.591], [1.689, -30.937, -6.177], [0.581, -32.048, -5.606], [-1.156, -30.543, -5.420], [0.262, -30.323, -8.148], [-1.364, -29.784, -7.956], [-0.894, -31.493, -7.728], [0.726, -28.603, -6.532], [0.369, -28.546, -5.030], [6.484, -31.584, -7.875], [6.228, -32.941, -8.209], [6.074, -33.855, -7.079], [6.519, -35.268, -7.542], [5.451, -36.093, -8.329], [6.773, -36.182, -6.481], [5.803, -31.288, -7.077], [6.315, -30.805, -8.619], [7.415, -31.323, -7.370], [6.785, -33.582, -6.298], [5.071, -33.911, -6.656], [7.467, -35.250, -8.079], [4.512, -36.178, -7.783], [5.772, -37.047, -8.748], [5.234, -35.561, -9.256], [7.705, -36.067, -6.111], [6.859, -37.108, -6.876], [6.035, -26.158, -3.694], [6.804, -25.267, -4.481], [6.700, -25.602, -5.808], [7.525, -24.540, -6.493], [8.979, -24.764, -6.272], [9.930, -23.799, -6.858], [9.868, -23.660, -8.440], [8.714, -22.914, -8.720], [8.592, -22.584, -10.069], [6.339, -27.204, -3.642], [4.989, -26.074, -3.988], [6.018, -25.720, -2.695], [5.678, -25.423, -6.142], [7.056, -26.580, -6.131], [7.182, -23.528, -6.281], [7.388, -24.664, -7.568], [9.102, -24.764, -5.269], [10.964, -24.003, -6.578], [9.716, -22.843, -6.378], [9.879, -24.621, -8.955], [10.755, -23.147, -8.811], [9.402, -21.970, -10.461], [7.730, -21.919, -10.125], [8.405, -23.490, -10.646], [-1.457, -29.386, -12.148], [-0.870, -29.281, -10.841], [0.332, -28.458, -10.745], [1.536, -29.320, -11.231], [1.840, -30.297, -10.118], [2.745, -31.328, -10.622], [2.977, -32.364, -9.523], [1.667, -32.922, -9.252], [1.650, -33.736, -8.075], [-1.806, -28.399, -12.453], [-2.332, -30.032, -12.074], [-0.728, -29.845, -12.817], [0.524, -28.175, -9.710], [0.273, -27.522, -11.301], [2.449, -28.753, -11.409], [1.337, -29.817, -12.180], [0.983, -30.715, -9.787], [3.709, -30.901, -10.897], [2.531, -31.753, -11.602], [3.430, -31.884, -8.655], [3.653, -33.168, -9.815], [2.321, -34.595, -8.087], [0.618, -34.048, -7.912], [1.963, -33.119, -7.233]],
  "total_energy_ev": -71276.0023,
  "lumo_ha": 0.02045,
  "relative_energy_ev": 2.675,
  "homo_lumo_gap_ev": 8.9621,
  "homo_energy_ha": -0.309,
  "mol_weight_g_mol": 801.21
}